This record from OMol25 describes an isolated ion of composition C5H9NO and charge -1 at a distorted geometry. The level of theory is ωB97M-V/def2-TZVPD.

Properties
E_HOMO (alpha / beta) = 1.10 / -5.75 eV
orbital gap (alpha / beta) = 2.8 / 9.8 eV
total energy = -325.7878 Ha
ΔE to the lowest compared entry with this formula, charge and spin = 47.5 kcal per mole
charge = -1
multiplicity = 2

XYZ file:
```
16
Properties=species:S:1:pos:R:3:mulliken_charge:R:1
O 2.7129 -1.9659 -0.1143 -0.436
C 1.5816 -1.8361 0.3990 -0.451
N 1.0616 -0.5689 0.1958 0.278
C -0.2113 -0.0390 0.6936 -1.406
C -1.3325 0.1145 -0.3396 -0.550
C -1.8003 1.4916 -0.7766 0.683
C -1.8541 2.6860 -0.1655 -2.193
H 1.1281 -2.5211 1.0158 0.313
H 1.3153 -0.0478 -0.6412 0.304
H -0.5274 -0.5546 1.5352 1.183
H 0.0555 0.8285 1.2883 -0.017
H -2.3316 -0.1657 0.0937 0.570
H -1.1826 -0.6125 -1.1499 0.200
H -2.2448 1.6273 -1.8003 0.089
H -1.5101 2.8750 0.8069 0.227
H -2.1381 3.7789 -0.4708 0.205
```